# 1
Below is a structure of composition C18H28NSm at a distorted geometry, with properties calculated with wB97M-V/def2-TZVPD.

Structure (XYZ):
```
48
Properties=species:S:1:pos:R:3:mulliken_charge:R:1
C 1.556 1.996 -0.787 -0.321
H 2.437 2.609 -0.669 0.657
H 1.745 1.303 -1.628 0.041
H 1.674 1.225 0.594 0.206
C 0.330 2.897 -1.000 -0.133
H -0.563 2.366 -1.424 0.276
H -0.007 3.309 -0.034 0.261
C 0.598 4.080 -1.957 -1.441
H -0.271 4.720 -2.055 0.412
H 1.432 4.688 -1.580 0.407
H 0.867 3.711 -2.949 0.374
C -0.886 -1.953 -0.157 0.652
C -1.544 -1.156 -1.142 0.397
C -0.577 -0.792 -2.133 0.620
C 0.679 -1.353 -1.747 0.125
C 0.486 -2.074 -0.528 0.375
C 1.497 -2.927 0.146 -1.428
C 1.929 -1.324 -2.553 -1.328
C -0.833 -0.037 -3.388 -1.247
C -2.983 -0.781 -1.122 -1.621
C -1.532 -2.598 1.013 -1.316
Sm 0.099 0.624 0.057 0.869
H 2.795 -1.639 -1.956 0.378
H 1.861 -2.006 -3.417 0.345
H 2.145 -0.323 -2.952 0.272
H 2.515 -2.647 -0.153 0.323
H 1.439 -2.841 1.239 0.249
H 1.358 -3.992 -0.105 0.342
H -2.429 -2.047 1.326 0.328
H -1.843 -3.631 0.783 0.345
H -0.857 -2.642 1.878 0.293
H -3.177 0.111 -1.733 0.374
H -3.615 -1.594 -1.516 0.356
H -3.330 -0.569 -0.099 0.382
H -0.040 0.700 -3.598 0.297
H -0.876 -0.714 -4.258 0.350
H -1.788 0.504 -3.346 0.339
C -0.153 0.586 5.081 -0.150
C -0.618 1.562 4.194 -0.778
C -0.463 1.358 2.820 -0.184
N 0.208 0.265 2.349 -0.126
C 0.621 -0.710 3.206 0.042
C 0.449 -0.569 4.576 -0.818
H -0.262 0.725 6.155 0.442
H -1.097 2.472 4.537 0.429
H -0.858 2.065 2.068 0.464
H 1.089 -1.582 2.742 0.447
H 0.796 -1.376 5.223 0.423
```

For the max |F|, the calculation gives 10.4 eV Å⁻¹. Its expectation value of S² is 8.8032. The HOMO energy (spin up / spin down) is -14.34 / -14.34 eV. Its net charge is +2. Its HOMO-LUMO gap (spin up / spin down) is 5.59 / 5.72 eV. As for the multiplicity: 6.

=====

# 2
Below is a cluster of 4 separate species, C24H47N4O10PS3Si in total at a distorted geometry, with properties calculated with wB97M-V/def2-TZVPD.

Structure (XYZ):
```
90
Properties=species:S:1:pos:R:3:mulliken_charge:R:1
N 0.486 0.120 2.645 -0.814
P 1.564 0.698 1.641 1.144
O 3.054 -0.031 1.936 -0.448
O 1.666 2.361 1.983 -0.459
Si 0.792 0.346 -0.432 -0.282
C -0.108 1.993 -0.899 -0.648
C -1.610 1.974 -0.330 -0.597
C -2.637 1.415 -1.389 -0.341
C -3.833 0.632 -0.778 0.234
O -3.844 0.059 0.272 -0.464
O -5.034 0.598 -1.543 -0.471
C -0.524 -1.017 -0.511 -0.471
C -0.022 -2.438 -0.051 0.281
N -0.383 -3.411 -1.118 -0.748
N 1.454 -2.509 0.210 -0.549
N -0.724 -2.769 1.224 -0.785
C 2.163 -0.027 -1.696 0.406
C 3.421 -0.728 -1.409 -0.111
C 4.437 -1.022 -2.433 -0.461
C 4.192 -0.577 -3.817 -0.518
C 2.953 0.134 -4.155 -0.569
C 1.966 0.398 -3.098 -0.405
H 0.140 0.906 3.217 0.164
H 3.671 0.676 2.214 0.284
H 2.380 2.770 1.455 0.268
H -0.201 2.120 -2.009 0.460
H 0.390 2.855 -0.384 0.259
H -1.955 3.004 -0.034 0.560
H -1.658 1.347 0.606 0.245
H -3.048 2.224 -2.052 0.485
H -2.059 0.720 -2.066 0.144
H -5.576 1.358 -1.261 0.283
H -0.836 -1.114 -1.594 0.470
H -1.457 -0.784 0.066 0.251
H 0.207 -3.276 -1.939 0.319
H -0.276 -4.356 -0.745 0.277
H 1.566 -3.164 0.994 0.273
H 1.882 -3.002 -0.581 0.233
H -0.184 -2.247 1.935 0.339
H -0.500 -3.754 1.440 0.360
H 3.637 -1.108 -0.383 0.340
H 5.383 -1.571 -2.213 0.412
H 4.928 -0.791 -4.630 0.348
H 2.705 0.463 -5.193 0.345
H 1.016 0.931 -3.326 0.068
O -1.041 3.097 4.209 -0.616
S -0.094 4.002 4.812 1.155
O 0.133 5.332 4.299 -0.707
C -0.445 4.109 6.561 -0.712
C 0.370 2.979 7.178 -0.609
C 1.734 3.020 6.482 -0.760
C 1.477 3.156 4.978 -0.123
H -1.516 4.009 6.730 0.387
H -0.097 5.082 6.911 0.339
H 0.463 3.096 8.259 0.354
H -0.115 2.018 6.983 0.313
H 2.299 3.886 6.839 0.308
H 2.326 2.131 6.700 0.355
H 2.254 3.741 4.488 0.367
H 1.386 2.183 4.498 -0.148
O 5.536 -5.317 -2.728 -0.685
S 6.473 -4.406 -2.122 1.257
O 6.694 -3.075 -2.639 -0.728
C 6.110 -4.295 -0.376 -0.528
C 6.928 -5.418 0.251 -0.701
C 8.296 -5.370 -0.437 -0.638
C 8.049 -5.241 -1.943 -0.689
H 5.038 -4.401 -0.214 0.319
H 6.449 -3.318 -0.026 0.348
H 7.013 -5.295 1.331 0.350
H 6.451 -6.382 0.056 0.320
H 8.853 -4.499 -0.079 0.304
H 8.893 -6.254 -0.211 0.332
H 8.825 -4.653 -2.430 0.337
H 7.968 -6.217 -2.420 0.369
O -6.956 3.336 -2.838 -0.601
S -8.397 3.419 -2.836 1.129
O -9.093 4.668 -2.652 -0.693
C -9.012 2.625 -4.313 -0.707
C -9.181 1.164 -3.913 -0.549
C -9.811 1.185 -2.517 -0.652
C -9.038 2.208 -1.680 -0.449
H -8.308 2.769 -5.131 0.387
H -9.973 3.080 -4.560 0.359
H -9.801 0.622 -4.629 0.331
H -8.205 0.672 -3.870 0.295
H -10.859 1.489 -2.595 0.304
H -9.791 0.199 -2.050 0.339
H -9.682 2.707 -0.957 0.354
H -8.192 1.749 -1.169 0.171
```

For the max |F|, the calculation gives 3.1 eV Å⁻¹. The HOMO energy is -8.41 eV. Its net charge is 0. Its HOMO-LUMO gap is 8.61 eV. As for the SMILES: N=P(O)(O)[Si@](CCCC(=O)O)(CC(N)(N)N)c1ccccc1.O=S1(=O)CCCC1.O=S1(=O)CCCC1.O=S1(=O)CCCC1.

=====

# 3
Below is a structure of composition C25H27LuN5S5Sb at a distorted geometry, with properties calculated with wB97M-V/def2-TZVPD.

Structure (XYZ):
```
64
Properties=species:S:1:pos:R:3:mulliken_charge:R:1
Lu -5.240 -18.141 -8.868 0.419
C -1.245 -22.622 -8.755 -1.287
C -2.723 -22.393 -8.979 0.805
C -3.692 -22.967 -8.193 -0.374
C -5.066 -22.683 -8.274 -0.496
C -5.470 -21.811 -9.279 -0.172
C -4.507 -21.220 -10.141 -0.838
C -3.157 -21.482 -9.979 -0.116
H -1.030 -23.517 -8.113 0.361
H -0.870 -21.721 -8.185 0.229
H -0.812 -22.634 -9.769 0.340
H -3.344 -23.637 -7.366 0.156
H -5.724 -23.113 -7.507 0.255
H -6.540 -21.645 -9.468 0.355
H -4.802 -20.668 -11.027 0.560
H -2.423 -20.961 -10.553 0.264
C -10.398 -14.356 -9.899 -1.017
C -9.096 -14.491 -10.702 -0.372
N -8.621 -15.846 -10.725 -0.123
C -7.469 -16.334 -10.213 0.408
S -7.134 -18.042 -10.757 -0.588
N -6.865 -15.544 -9.327 -1.147
N -5.951 -16.138 -8.478 1.166
C -5.440 -15.488 -7.451 0.694
C -5.724 -14.054 -7.194 -1.966
C -4.486 -16.183 -6.597 0.600
C -3.924 -15.663 -5.423 -1.019
C -2.905 -16.376 -4.769 -0.430
C -2.592 -17.639 -5.163 -0.910
C -3.305 -18.186 -6.235 -0.231
N -4.128 -17.441 -6.979 0.117
H -10.826 -13.379 -10.093 0.395
H -10.288 -14.413 -8.775 0.215
H -11.115 -15.123 -10.215 0.258
H -8.281 -13.893 -10.281 0.229
H -9.218 -14.106 -11.736 0.336
H -9.015 -16.465 -11.375 0.139
H -5.914 -13.533 -8.167 0.381
H -4.845 -13.578 -6.733 0.510
H -6.674 -13.929 -6.670 0.250
H -4.314 -14.757 -4.987 0.454
H -2.465 -15.903 -3.884 0.372
H -1.824 -18.193 -4.634 0.370
H -3.198 -19.236 -6.530 0.472
S -8.643 -23.076 -7.303 -0.741
Sb -9.038 -21.289 -5.913 0.237
S -6.863 -19.070 -7.050 -0.322
S -8.618 -17.915 -7.343 -0.083
S -10.003 -19.305 -7.654 -0.434
C -3.673 -17.641 -10.574 -1.984
C -2.669 -16.897 -9.970 1.225
C -1.434 -17.498 -9.633 -0.289
C -0.401 -16.795 -9.162 -0.947
C -0.594 -15.432 -8.779 0.700
C -1.784 -14.801 -9.074 -0.814
C -2.794 -15.513 -9.673 -0.115
C 0.489 -14.821 -8.035 -0.042
N 1.424 -14.440 -7.446 -0.650
H -3.307 -18.643 -10.902 0.453
H -4.455 -17.178 -11.216 0.528
H -1.346 -18.552 -9.784 0.325
H 0.584 -17.235 -9.087 0.404
H -1.805 -13.687 -8.950 0.313
H -3.755 -15.026 -9.884 0.213
```

For the max |F|, the calculation gives 3.6 eV Å⁻¹. The HOMO energy (spin up / spin down) is -0.45 / -0.44 eV. For the energy relative to the best compared isomer or geometry (same formula, charge and spin), the calculation gives 66.2 kcal/mol. Its net charge is -2. Its HOMO-LUMO gap (spin up / spin down) is 4.64 / 4.63 eV.

=====

# 4
Below is a structure of composition C12H29N2O4P3V at a distorted geometry, with properties calculated with wB97M-V/def2-TZVPD.

Structure (XYZ):
```
51
Properties=species:S:1:pos:R:3:mulliken_charge:R:1
V 0.554 0.336 0.257 0.414
P 0.752 -0.863 -1.784 0.272
P 1.354 -1.460 1.484 0.076
N -1.170 0.891 -0.659 0.543
N -0.834 0.348 1.725 0.230
H -3.125 1.587 -0.231 0.459
H -2.017 2.045 2.250 0.368
H -1.823 2.765 0.092 0.306
C -2.090 1.696 0.131 -0.842
H -2.951 0.615 1.782 0.527
C -2.019 1.182 1.566 -0.913
H -2.114 1.440 -2.464 0.468
H -1.551 -0.414 3.547 0.444
C -1.341 0.813 -1.987 -0.223
C -0.777 -0.475 2.768 -0.062
C -0.552 -0.076 -2.695 -0.749
C 0.226 -1.423 2.850 -0.747
H -0.597 -0.093 -3.782 0.494
H 0.310 -2.054 3.728 0.426
H 1.317 -2.827 1.066 0.156
H 2.582 -1.319 2.186 0.169
H 0.480 -2.240 -1.988 0.108
H 1.791 -0.608 -2.721 0.145
H -2.740 -2.138 1.454 0.045
C -2.519 -2.740 0.554 0.808
C -1.760 -3.981 0.950 -1.245
C -3.818 -3.089 -0.138 -1.485
O -1.591 -1.995 -0.266 -0.306
H -2.392 -4.631 1.557 0.455
H -1.484 -4.522 0.035 0.304
H -0.848 -3.733 1.505 0.138
H -4.453 -2.214 -0.312 0.398
H -3.611 -3.604 -1.082 0.328
H -4.380 -3.784 0.501 0.440
H -2.022 -1.265 -0.774 0.072
C 1.208 4.161 -1.636 -0.641
O 0.631 3.480 -0.510 -0.197
P 1.457 2.575 0.566 0.693
O 2.923 3.174 0.711 -0.356
C 3.948 3.087 -0.304 -0.647
O 2.547 0.515 -0.229 -0.632
C 3.731 -0.216 -0.522 -1.169
H 0.360 4.675 -2.094 0.283
H 1.642 3.443 -2.342 0.322
H 1.947 4.903 -1.309 0.296
H 3.575 2.693 -1.255 0.296
H 4.289 4.115 -0.476 0.304
H 4.764 2.473 0.100 0.277
H 3.511 -1.207 -0.970 0.454
H 4.345 0.356 -1.233 0.346
H 4.334 -0.397 0.393 0.347
```

For the max |F|, the calculation gives 3.0 eV Å⁻¹. Its expectation value of S² is 3.8207. The HOMO energy (spin up / spin down) is -14.53 / -13.72 eV. For the energy relative to the best compared isomer or geometry (same formula, charge and spin), the calculation gives 0.0 kcal/mol. Its net charge is +2. Its HOMO-LUMO gap (spin up / spin down) is 6.40 / 4.56 eV. As for the multiplicity: 4.